No. 1
{"formula": "C22H15N3O8V", "method": "ωB97M-V/def2-TZVPD", "species": ["V", "O", "O", "O", "O", "O", "O", "O", "O", "N", "N", "N", "C", "C", "C", "C", "C", "C", "C", "C", "C", "C", "C", "C", "C", "C", "C", "C", "C", "C", "C", "C", "C", "C", "H", "H", "H", "H", "H", "H", "H", "H", "H", "H", "H", "H", "H", "H", "H"], "coordinates": [[0.075, 0.096, 0.141], [-0.017, 0.152, 2.089], [-1.657, -0.344, 0.335], [0.418, -0.270, -1.469], [1.049, 5.756, 1.666], [3.442, 1.635, -1.035], [2.076, 0.273, 0.169], [1.719, 0.617, -3.604], [-1.508, 1.287, 3.377], [0.428, 1.959, 0.614], [-0.963, -2.369, 1.099], [0.095, -1.911, 0.340], [-1.893, -1.470, 1.063], [2.084, -0.587, -3.138], [-0.217, 2.436, 1.685], [0.914, 4.483, 1.321], [3.376, -2.629, -3.052], [-4.047, -0.534, 1.779], [1.384, -1.052, -2.029], [-3.173, -1.617, 1.740], [2.567, 1.218, -4.586], [-0.707, 1.231, 2.499], [0.845, -2.725, -0.310], [3.098, -1.394, -3.636], [-3.508, -2.823, 2.356], [1.779, 3.846, 0.409], [-5.259, -0.653, 2.436], [1.524, 2.533, 0.119], [-4.721, -2.933, 3.009], [2.668, -3.083, -1.957], [1.671, -2.275, -1.412], [2.475, 1.426, -0.363], [-0.046, 3.741, 2.043], [-5.594, -1.851, 3.049], [3.684, -1.061, -4.480], [-2.820, -3.656, 2.319], [-5.938, 0.187, 2.474], [-3.773, 0.399, 1.305], [1.765, 6.186, 1.182], [-0.535, 4.168, 2.907], [0.749, -3.784, -0.088], [2.560, 0.639, -5.510], [-4.989, -3.864, 3.489], [2.150, 2.201, -4.774], [2.889, -4.042, -1.509], [3.582, 1.313, -4.198], [4.166, -3.238, -3.468], [-6.541, -1.944, 3.565], [2.675, 4.328, 0.038]], "nbo_charge": [1.417, -0.632, -0.522, -0.389, -0.599, -0.532, -0.650, -0.472, -0.497, -0.437, -0.293, -0.234, 0.570, 0.303, 0.152, 0.424, -0.162, -0.159, 0.249, -0.095, -0.259, 0.747, 0.203, -0.240, -0.166, -0.295, -0.211, 0.171, -0.205, -0.196, -0.070, 0.752, -0.259, -0.157, 0.243, 0.236, 0.228, 0.222, 0.504, 0.276, 0.238, 0.188, 0.229, 0.214, 0.236, 0.198, 0.239, 0.228, 0.260], "total_charge": 1, "homo_energy_ev": -11.73, "homo_lumo_gap_ev": 5.8, "max_force_ha_per_bohr": 0.0320}

---

No. 2
{"formula": "C22H16Br3CaCl2F5N3O4Te", "method": "ωB97M-V/def2-TZVPD", "species": ["Te", "Br", "Br", "Br", "Ca", "Cl", "Cl", "F", "F", "F", "F", "F", "O", "O", "O", "O", "N", "N", "N", "C", "C", "C", "C", "C", "C", "C", "C", "C", "C", "C", "C", "C", "C", "C", "C", "C", "C", "C", "C", "C", "C", "H", "H", "H", "H", "H", "H", "H", "H", "H", "H", "H", "H", "H", "H", "H", "H"], "coordinates": [[3.275, -0.059, 0.674], [-0.220, 3.817, 5.467], [2.289, 2.495, -6.197], [4.970, -1.072, -2.834], [0.586, -0.908, 0.052], [-1.873, -4.028, 3.244], [0.677, -3.693, 1.774], [2.256, 1.448, -0.173], [3.075, 1.413, 1.967], [4.281, -1.640, 0.169], [4.667, -0.253, 2.004], [4.612, 0.869, -0.306], [-1.815, -2.109, -2.619], [2.372, -0.816, -1.124], [2.024, -1.013, 1.500], [-0.135, -2.369, -1.142], [0.113, 0.989, 1.782], [-1.794, -1.358, 0.773], [0.140, 0.636, -1.712], [-0.059, 3.194, 2.690], [1.193, 0.676, -2.577], [3.435, -0.017, -3.111], [-0.934, 1.354, -1.970], [-0.046, 2.668, 3.966], [-0.195, -4.559, 3.058], [1.161, 1.467, -3.754], [3.408, 0.756, -4.279], [-3.992, -1.255, 1.703], [-1.043, 2.152, -3.128], [2.299, 1.479, -4.587], [0.029, 2.304, 1.629], [-2.306, -1.925, -0.323], [-4.519, -1.866, 0.571], [2.363, -0.086, -2.235], [0.159, 0.507, 3.022], [-2.080, 1.340, -1.002], [-2.629, -1.031, 1.758], [-1.336, -2.167, -1.488], [-0.008, 2.212, -4.006], [-3.661, -2.202, -0.458], [0.079, 1.304, 4.153], [-2.463, 2.349, -0.845], [0.285, -0.564, 3.119], [-0.136, 4.258, 2.517], [-5.583, -2.057, 0.496], [-0.062, 2.831, -4.891], [0.121, 0.873, 5.142], [4.275, 0.772, -4.922], [-2.190, -0.559, 2.629], [-1.755, 0.923, -0.056], [-4.622, -0.958, 2.531], [-1.948, 2.721, -3.296], [-0.216, -5.612, 2.811], [0.311, -4.381, 3.999], [-2.889, 0.723, -1.401], [0.056, 2.677, 0.612], [-4.007, -2.652, -1.378]], "nbo_charge": [3.312, 0.048, 0.023, 0.102, 1.734, -0.044, 0.020, -0.677, -0.664, -0.642, -0.644, -0.604, -0.672, -0.863, -1.248, -0.838, -0.492, -0.511, -0.506, -0.293, 0.155, -0.154, 0.272, -0.031, -0.390, -0.139, -0.228, -0.261, -0.270, -0.068, 0.098, 0.121, -0.171, 0.403, 0.079, -0.655, 0.044, 0.729, -0.110, -0.228, -0.286, 0.215, 0.218, 0.230, 0.212, 0.224, 0.229, 0.236, 0.200, 0.231, 0.215, 0.212, 0.217, 0.218, 0.237, 0.212, 0.243], "total_charge": -1, "e_above_lowest_ev": 3.056, "homo_energy_ev": -5.71, "homo_lumo_gap_ev": 7.8, "max_force_ha_per_bohr": 0.1053}

---

No. 3
{"formula": "C22H16BrCl2N3O2", "method": "ωB97M-V/def2-TZVPD", "species": ["Br", "Cl", "Cl", "O", "O", "N", "N", "N", "C", "C", "C", "C", "C", "C", "C", "C", "C", "C", "C", "C", "C", "C", "C", "C", "C", "C", "C", "C", "C", "C", "H", "H", "H", "H", "H", "H", "H", "H", "H", "H", "H", "H", "H", "H", "H", "H"], "coordinates": [[0.129, -3.917, -1.949], [4.210, -0.551, 6.349], [-3.014, -5.127, -1.782], [0.378, 3.805, 1.986], [-2.686, 0.431, 2.057], [1.416, 4.422, -0.310], [0.860, 2.223, 0.327], [-0.453, 0.188, 1.712], [-1.269, -3.122, -0.901], [3.338, 0.953, 4.239], [1.676, 3.373, -3.108], [-2.551, -3.654, -0.929], [-1.758, -0.167, 1.494], [-0.986, -1.946, -0.152], [1.813, 2.636, -1.904], [-0.039, 1.379, 2.469], [-3.593, -3.045, -0.146], [0.673, 0.092, 4.527], [2.333, 1.300, -1.986], [1.998, 2.812, -4.345], [2.378, 1.325, 3.302], [1.020, 0.910, 3.437], [2.979, 0.065, 5.284], [-2.018, -1.343, 0.621], [2.402, 1.463, -4.385], [1.651, -0.326, 5.451], [2.578, 0.728, -3.232], [-3.295, -1.900, 0.583], [1.365, 3.129, -0.582], [0.368, 2.541, 1.508], [-0.345, -0.245, 4.567], [0.666, 4.373, 1.241], [1.349, 4.398, -3.099], [1.928, 3.381, -5.288], [2.672, 1.977, 2.495], [-4.130, -1.529, 1.180], [-4.607, -3.433, -0.131], [0.008, -1.483, -0.206], [4.373, 1.282, 4.128], [2.484, 0.707, -1.082], [2.946, -0.286, -3.323], [1.773, 5.024, -1.053], [0.274, -0.351, 1.283], [-0.847, 1.801, 3.094], [1.295, -0.962, 6.254], [2.603, 1.012, -5.353]], "nbo_charge": [0.078, 0.009, 0.022, -0.659, -0.619, -0.741, -0.618, -0.596, -0.105, -0.225, -0.214, -0.048, 0.651, -0.212, -0.036, -0.135, -0.209, -0.187, -0.192, -0.209, -0.202, -0.021, -0.024, -0.075, -0.195, -0.231, -0.210, -0.171, 0.419, 0.671, 0.226, 0.524, 0.212, 0.223, 0.224, 0.246, 0.238, 0.227, 0.232, 0.227, 0.218, 0.364, 0.405, 0.270, 0.234, 0.215], "smiles": "[H]/N=C(/N=C(\\O)[C@@H](NC(=O)c1ccc(Cl)c(Br)c1)c1ccc(Cl)cc1)c1ccccc1", "e_above_lowest_ev": 0.055, "homo_energy_ev": -9.17, "homo_lumo_gap_ev": 9.0, "max_force_ha_per_bohr": 0.0670}

---

No. 4
{"formula": "C22H16BrI2LiN2O5", "method": "ωB97M-V/def2-TZVPD", "species": ["I", "I", "Br", "O", "O", "O", "O", "O", "N", "N", "C", "C", "C", "C", "C", "C", "C", "C", "C", "C", "C", "C", "C", "C", "C", "C", "C", "C", "C", "C", "C", "C", "Li", "H", "H", "H", "H", "H", "H", "H", "H", "H", "H", "H", "H", "H", "H", "H", "H"], "coordinates": [[-2.789, 3.435, -0.637], [-2.981, 0.825, 1.828], [5.484, 3.011, 3.474], [-4.873, 0.252, -1.175], [0.215, 3.633, 2.014], [-2.374, 0.257, -1.374], [1.282, 1.274, -1.738], [-0.197, 1.955, 0.619], [-0.107, -0.971, -1.204], [-1.235, -1.740, -1.159], [2.308, 0.564, -1.562], [3.123, -0.092, 2.103], [2.273, -0.851, -1.279], [4.704, -0.954, -1.233], [3.468, -1.555, -1.122], [-3.615, -3.162, -1.070], [-3.599, -1.775, -1.140], [1.835, 1.918, 1.822], [-5.997, -3.178, -0.848], [4.177, 0.646, 2.613], [2.877, 2.672, 2.344], [-2.323, -1.015, -1.238], [4.766, 0.409, -1.514], [-6.011, -1.798, -0.915], [-4.824, -1.081, -1.078], [-2.722, 2.899, 1.420], [1.029, -1.556, -1.179], [3.616, 1.137, -1.660], [0.510, 2.576, 1.432], [-4.797, -3.867, -0.934], [4.026, 2.015, 2.722], [1.962, 0.543, 1.704], [-0.464, 1.010, -0.975], [-6.943, -1.254, -0.844], [1.136, -0.013, 1.287], [-2.665, -3.669, -1.126], [-3.882, 0.509, -1.280], [1.086, -2.658, -1.099], [5.736, 0.891, -1.612], [3.217, -1.164, 2.020], [2.764, 3.740, 2.450], [5.615, -1.532, -1.118], [3.662, 2.198, -1.866], [-1.747, 3.207, 1.791], [3.420, -2.620, -0.906], [-6.928, -3.719, -0.724], [5.097, 0.172, 2.927], [-4.790, -4.951, -0.889], [-3.528, 3.428, 1.924]], "nbo_charge": [0.112, 0.117, -0.038, -0.723, -0.756, -0.814, -0.776, -0.820, -0.348, -0.476, 0.413, -0.211, -0.246, -0.350, -0.166, -0.149, -0.215, -0.112, -0.207, -0.268, -0.237, 0.563, -0.221, -0.325, 0.427, -0.703, 0.072, -0.278, 0.774, -0.295, -0.055, -0.126, 0.861, 0.201, 0.237, 0.234, 0.516, 0.140, 0.183, 0.210, 0.239, 0.182, 0.192, 0.276, 0.182, 0.187, 0.209, 0.189, 0.198], "total_charge": -2, "e_above_lowest_ev": 0.071, "homo_energy_ev": -1.29, "homo_lumo_gap_ev": 5.4, "max_force_ha_per_bohr": 0.0161}

---

No. 5
{"formula": "C22H16BrIrN4O6S2", "method": "ωB97M-V/def2-TZVPD", "species": ["Ir", "Br", "S", "S", "O", "O", "O", "O", "O", "O", "N", "N", "N", "N", "C", "C", "C", "C", "C", "C", "C", "C", "C", "C", "C", "C", "C", "C", "C", "C", "C", "C", "C", "C", "C", "C", "H", "H", "H", "H", "H", "H", "H", "H", "H", "H", "H", "H", "H", "H", "H", "H"], "coordinates": [[-0.363, 0.114, -0.572], [-1.482, -1.977, -2.674], [3.048, 0.007, 0.622], [2.053, -1.178, 3.153], [-1.922, -1.091, 0.328], [0.597, 3.898, 0.942], [5.571, 3.219, -2.949], [-0.868, -3.241, 3.827], [4.541, 5.056, -2.034], [-0.422, 1.948, 0.549], [0.586, -0.997, 0.956], [-0.251, -1.746, 1.733], [1.261, 1.375, -1.410], [-1.292, 0.726, -2.498], [-1.570, 2.000, -2.807], [2.549, 3.341, -1.012], [1.484, 2.502, -0.740], [3.173, 1.801, -2.749], [-2.093, -3.268, 3.293], [-2.658, 2.360, -3.575], [-4.677, -3.530, 2.270], [-3.201, 0.040, -3.775], [1.744, -0.739, 1.491], [4.699, 3.893, -2.396], [-2.082, -0.213, -3.015], [-3.744, -2.770, 1.601], [3.404, 2.971, -2.037], [2.082, 1.028, -2.406], [-4.341, -4.122, 3.485], [-3.068, -3.984, 3.992], [3.684, -0.365, 3.213], [0.482, 2.849, 0.358], [-2.442, -2.616, 2.092], [-3.510, 1.368, -4.042], [4.309, -0.481, 1.844], [-1.505, -1.770, 1.332], [5.153, 0.195, 1.717], [3.534, 0.676, 3.497], [-4.384, 1.615, -4.628], [-4.001, -2.272, 0.676], [3.835, 1.508, -3.551], [-0.285, -2.729, 3.224], [1.854, 0.109, -2.933], [4.618, -1.503, 1.624], [-5.080, -4.687, 4.036], [-3.806, -0.770, -4.152], [-2.828, 3.401, -3.805], [4.275, -0.868, 3.976], [2.670, 4.248, -0.438], [-2.779, -4.420, 4.939], [-5.670, -3.658, 1.862], [-0.879, 2.745, -2.434]], "nbo_charge": [1.281, 0.164, 0.365, 0.364, -0.704, -0.564, -0.728, -0.686, -0.712, -0.623, -0.379, -0.479, -0.486, -0.513, 0.090, -0.202, 0.069, -0.228, 0.441, -0.234, -0.265, -0.273, -0.049, 0.766, 0.174, -0.139, -0.019, 0.022, -0.161, -0.299, -0.536, 0.738, -0.252, -0.105, -0.520, 0.601, 0.257, 0.237, 0.240, 0.224, 0.260, 0.507, 0.206, 0.230, 0.216, 0.252, 0.247, 0.247, 0.280, 0.226, 0.215, 0.236], "e_above_lowest_ev": 1.611, "homo_energy_ev": [-7.70, -7.70], "homo_lumo_gap_ev": [5.1, 5.1], "max_force_ha_per_bohr": 0.0614}

---

Result set for energy: -69588.330 -310232.576 -126726.769 -122745.082 -135869.835 eV, one per record in the order listed.